# 1
Molecular formula: C5H10O
Method: DFT, ωB97M-V with the def2-TZVPD basis set

```
16
Properties=species:S:1:pos:R:3:forces:R:3
O -2.648 0.850 -0.121 0.44 0.24 0.12
C -0.224 -1.220 1.264 0.15 0.00 -0.05
C 1.009 -1.096 0.780 -0.14 -0.03 0.08
C -1.620 1.418 0.163 -0.21 -0.09 -0.10
C -0.538 1.764 -0.824 -0.03 -0.06 -0.08
C 1.401 -1.369 -0.643 -0.03 -0.01 -0.06
H 1.954 -0.525 -1.075 -0.08 -0.12 0.08
H -0.496 2.852 -0.953 -0.03 -0.14 0.05
H -1.421 1.734 1.210 -0.07 -0.04 -0.10
H -0.739 1.288 -1.786 0.04 0.08 0.12
H 2.061 -2.243 -0.704 -0.09 0.14 0.02
H 1.813 -0.783 1.449 -0.13 -0.05 -0.07
H 0.434 1.441 -0.435 -0.16 0.06 -0.03
H -0.452 -1.022 2.308 0.07 -0.03 -0.15
H -1.057 -1.529 0.634 0.14 0.05 0.06
H 0.522 -1.559 -1.267 0.13 0.01 0.11
```
Forces are in eV/Å.

Output
- SMILES string: C=CC.CC=O
- E_LUMO: 0.0388 Eh
- Molar mass: 86.134 g/mol
- HOMO energy: -9.8 eV
- Energy above the lowest of the compared OMol25 structures with the same formula, charge and spin: 29.2 kcal per mole

Table of Löwdin atomic charges, one value per atom, all in e: 0.028 -0.030 -0.253 -0.343 -0.057 -0.123 0.067 0.082 0.117 0.084 0.073 0.094 0.061 0.059 0.064 0.075



# 2
Molecular formula: C32H30BrF12N2O4PTa
Method: DFT, ωB97M-V with the def2-TZVPD basis set

```
83
Properties=species:S:1:pos:R:3:forces:R:3
Ta -0.163 0.173 -0.116 -0.47 -1.43 3.00
Br -1.972 -6.882 2.602 0.00 -0.01 -0.01
P -2.608 0.924 -1.106 0.08 0.16 -0.14
F 0.840 -4.184 -0.389 -0.03 0.03 0.02
F -0.130 4.568 -0.586 0.05 0.01 -0.01
F 0.868 -1.700 -3.695 0.03 0.02 0.00
F -0.585 4.220 1.494 -0.03 -0.02 0.02
F 2.546 4.082 -0.976 -0.07 0.00 0.02
F 2.961 -2.058 -3.264 -0.07 0.06 -0.02
F 1.546 2.344 -1.783 -0.01 -0.01 -0.02
F 1.238 5.238 0.958 0.05 -0.01 -0.08
F -0.360 -3.536 -2.058 0.00 -0.02 -0.03
F 2.024 -0.203 -2.649 0.00 0.00 0.02
F 1.635 -4.289 -2.404 -0.04 -0.03 0.01
F 3.198 2.121 -0.415 0.06 0.01 0.02
O 0.002 2.009 0.213 0.26 0.79 -0.42
O 0.351 -1.354 -0.985 0.44 -0.36 -0.90
O -0.741 -0.574 1.697 0.13 0.43 -0.81
O -1.939 -1.856 0.377 0.03 0.10 -0.09
N 0.127 -3.745 4.215 -0.07 -0.01 -0.06
N 1.709 0.102 0.692 -0.33 0.07 -0.49
C -5.357 0.336 -1.398 -0.04 0.00 -0.01
C 2.164 2.542 4.168 -0.01 -0.04 -0.03
C 1.436 -2.121 -1.411 -0.10 0.20 -0.08
C -4.020 -0.207 -0.901 0.03 -0.08 0.00
C 0.411 4.261 0.602 0.02 -0.04 0.17
C -1.352 2.177 -3.277 0.01 0.01 0.01
C 1.670 2.325 1.800 0.03 -0.04 0.08
C -2.558 1.329 -2.882 -0.03 -0.04 -0.07
C 1.841 -1.529 -2.795 0.01 -0.18 0.02
C 1.819 3.099 2.942 0.04 0.10 0.04
C 5.897 -3.827 -0.021 0.00 -0.01 0.00
C -1.316 -1.743 1.425 -0.14 -0.04 -0.23
C 3.613 -2.911 -0.548 0.06 -0.03 -0.07
C -3.074 2.474 -0.275 -0.06 0.08 -0.03
C 2.730 -0.879 0.433 -0.01 0.21 -0.03
C 3.982 -0.717 1.027 0.07 -0.04 0.02
C 2.296 3.396 5.397 0.02 0.01 -0.01
C -0.205 -2.732 3.423 0.01 0.03 0.07
C -1.278 -5.158 2.887 0.00 0.00 0.00
C -3.277 2.312 1.230 -0.04 -0.03 0.03
C -1.060 -2.869 2.337 -0.02 0.15 0.11
C 2.587 -1.979 -0.438 0.09 -0.02 0.02
C 2.187 0.380 3.090 0.04 -0.16 0.00
C 4.996 -1.645 0.885 -0.03 0.03 0.03
C -1.616 -4.113 2.056 0.00 -0.03 0.00
C 2.325 1.164 4.223 0.03 0.00 -0.02
C 0.878 -3.567 -1.573 0.10 0.02 0.05
C 1.894 0.940 1.854 -0.10 0.13 -0.13
C -0.401 -4.934 3.946 0.03 0.01 0.05
C 2.123 2.855 -0.681 -0.08 0.12 0.09
C 1.086 2.867 0.515 0.00 -0.13 -0.18
C 4.819 -2.791 0.125 0.01 0.01 0.01
H -2.276 -4.246 1.211 0.00 0.01 -0.01
H -3.987 2.839 -0.753 0.01 0.04 0.01
H 4.179 0.164 1.618 -0.03 0.02 0.04
H 2.974 2.942 6.118 -0.01 0.00 0.00
H 2.674 4.388 5.153 -0.01 0.00 -0.01
H -2.425 1.830 1.714 0.03 0.02 -0.03
H -0.410 1.664 -3.067 -0.01 -0.04 -0.01
H -4.065 -0.465 0.157 -0.01 0.00 0.02
H 6.363 -3.768 -1.006 -0.01 0.00 -0.01
H -6.140 -0.392 -1.192 0.00 0.00 -0.01
H -3.494 1.833 -3.132 0.02 0.02 -0.04
H -2.550 0.379 -3.423 -0.02 0.00 0.00
H 1.328 3.521 5.885 0.00 0.00 0.00
H 2.568 0.686 5.164 0.00 0.01 0.00
H 1.658 4.167 2.893 0.00 -0.02 0.01
H -5.640 1.263 -0.899 0.02 0.00 0.02
H 5.942 -1.468 1.383 0.00 0.00 0.00
H -4.164 1.717 1.450 0.01 -0.01 -0.01
H -3.408 3.287 1.697 -0.01 0.00 0.00
H -5.356 0.515 -2.473 0.02 0.00 0.00
H 2.339 -0.688 3.166 -0.01 -0.02 -0.04
H -1.368 2.382 -4.346 -0.01 0.01 0.00
H -2.290 3.202 -0.487 0.02 -0.03 0.01
H 3.485 -3.758 -1.210 0.00 0.02 0.02
H -3.751 -1.132 -1.415 0.00 0.00 0.02
H -0.120 -5.754 4.596 0.00 0.00 0.01
H 6.678 -3.688 0.725 0.00 0.01 0.00
H 0.220 -1.763 3.655 0.03 0.00 0.00
H 5.495 -4.833 0.093 -0.01 0.00 0.00
H -1.333 3.132 -2.753 0.01 0.01 0.01
```
Forces are in eV/Å.

Output
- E_LUMO: -0.1566 Eh
- Molar mass: 1026.404 g/mol
- HOMO energy: -10.9 eV
- Net charge: +1
- Energy above the lowest of the compared OMol25 structures with the same formula, charge and spin: 36.2 kcal per mole

Table of Löwdin atomic charges, one value per atom, all in e: 1.892 0.794 0.903 0.185 0.168 0.184 0.177 0.193 0.205 0.130 0.185 0.185 0.152 0.181 0.186 -0.292 -0.231 -0.150 0.013 0.097 -0.068 -0.123 -0.241 -0.243 -0.389 -0.567 -0.134 -0.071 -0.382 -0.551 0.043 -0.031 -0.536 0.026 -0.384 -0.166 -0.008 -0.033 -0.064 -0.662 -0.128 -0.117 -0.068 -0.023 -0.003 -0.036 -0.005 -0.559 -0.235 -0.154 -0.532 -0.220 -0.242 0.127 0.090 0.120 0.083 0.085 0.057 0.045 0.076 0.092 0.083 0.089 0.095 0.092 0.126 0.124 0.069 0.124 0.074 0.082 0.071 0.123 0.086 0.060 0.131 0.087 0.112 0.081 0.110 0.087 0.070



# 3
Molecular formula: C38H85O27P3
Method: DFT, ωB97M-V with the def2-TZVPD basis set

```
153
Properties=species:S:1:pos:R:3:forces:R:3
P 6.429 -1.201 -2.471 0.90 -0.49 0.08
P -1.019 -4.422 2.893 0.01 1.27 -1.33
P -0.363 4.162 -0.522 -0.11 0.56 1.58
O -0.704 5.480 0.343 -0.04 -0.46 -0.52
O 7.252 -1.989 -3.610 -0.88 0.23 1.09
O -2.819 2.894 -6.994 0.49 -0.20 -1.06
O -0.763 -1.566 -0.916 0.37 -0.31 -0.10
O 5.267 -0.478 -2.977 -0.04 0.19 0.15
O 6.448 1.935 5.582 0.38 0.06 0.56
O -1.200 1.409 4.319 -0.20 0.07 -0.68
O 6.103 -2.303 -1.344 -0.16 0.25 -0.93
O -1.503 3.208 0.006 0.40 0.49 -0.37
O -2.986 -1.178 -1.215 0.27 0.18 0.21
O -8.526 2.084 -4.493 0.00 0.92 0.97
O -1.764 2.130 -5.292 -0.42 0.00 -0.51
O -2.189 -3.411 2.429 0.44 -0.77 1.17
O 4.904 0.535 4.804 -0.69 -0.81 0.86
O 7.577 -0.310 -1.766 -1.10 -0.92 -0.66
O -3.947 1.591 -5.538 -0.34 -0.65 -0.19
O -1.642 1.808 6.500 -0.51 -0.49 -0.05
O -0.791 4.494 -2.023 0.23 -0.17 0.94
O -0.940 -5.420 1.644 0.10 0.03 0.37
O -7.186 0.581 -3.701 -0.45 0.13 0.46
O -1.743 3.395 4.924 -0.03 0.40 -0.93
O 0.995 3.665 -0.280 0.10 0.20 -0.69
O -1.738 -2.422 -2.610 0.78 -0.49 -0.30
O 0.211 -3.677 3.215 -0.60 -0.61 -0.14
O -1.656 -5.328 3.999 -0.19 -0.42 -0.16
O -7.202 0.938 -5.907 -0.40 0.19 0.26
O 5.605 0.240 6.827 -0.23 -0.32 0.62
C -2.360 1.676 -2.897 -0.63 -1.02 -0.04
C -1.801 3.129 1.406 -1.81 -0.70 1.03
C -0.591 -4.851 0.370 0.33 -0.13 -0.73
C -0.738 -1.048 0.450 -1.31 -0.18 -0.96
C -4.464 -2.646 2.715 0.01 -0.58 -0.73
C -1.089 -5.797 -0.714 0.28 -0.74 0.60
C 4.709 -2.457 -0.954 0.55 0.77 0.71
C -2.253 4.383 5.821 -1.22 -0.87 0.10
C 0.658 -1.227 0.923 0.48 0.39 -0.02
C -0.935 -6.476 4.493 0.37 0.07 1.23
C 8.294 1.387 -0.276 0.20 -0.60 0.00
C 5.020 1.025 3.481 0.36 -0.16 -1.24
C -7.615 1.178 -4.790 1.20 -0.49 -1.71
C -2.790 -2.555 -3.535 -1.32 1.57 -0.35
C 4.554 -0.093 2.540 0.38 -0.87 -0.12
C -0.349 5.216 -4.272 0.46 -0.33 0.52
C 0.114 6.652 0.293 -0.78 0.65 0.53
C -1.600 2.140 5.342 1.32 0.60 1.12
C -0.476 7.679 -0.654 1.12 -0.14 -1.00
C -3.790 2.684 -8.012 -1.18 0.17 -0.16
C -0.636 0.118 4.587 -0.66 -0.84 -0.57
C -1.636 -1.002 4.333 -0.02 -0.16 0.93
C -1.565 1.310 -4.133 1.13 0.54 0.73
C 7.172 0.929 -1.197 0.50 1.78 0.23
C -1.921 -1.643 -1.540 -0.53 -0.46 0.05
C -2.846 2.018 1.481 0.77 -0.52 0.41
C 4.621 -3.584 0.034 -0.33 -0.60 0.29
C 6.473 0.571 7.907 0.08 0.05 0.83
C 5.727 0.986 5.756 -0.04 0.92 -1.84
C -6.152 -0.437 -3.794 -1.12 0.13 1.42
C -6.110 -0.916 -2.327 1.45 0.81 -0.62
C 0.271 4.835 -2.919 0.04 0.14 -1.76
C -0.595 -6.224 5.944 0.76 0.24 0.21
C -2.949 2.118 -5.932 0.74 0.44 1.41
C -3.573 -3.845 2.424 0.23 0.14 0.27
C 8.735 -3.825 -3.012 -0.25 -0.81 -0.16
C -8.959 2.956 -5.544 -0.89 -0.73 0.09
C 7.379 -3.405 -3.589 0.85 -1.37 -0.93
H -9.548 2.297 -6.184 0.23 0.55 -0.64
H -1.588 0.253 -4.395 -0.24 0.01 -0.08
H -2.103 -6.118 -0.472 -0.14 0.23 -0.28
H -3.733 -4.600 3.194 0.14 -0.03 -0.05
H -2.429 -2.942 -4.481 0.29 -0.43 0.29
H -2.538 -0.805 4.917 -0.13 -0.09 -0.18
H -0.999 -5.442 -1.737 -0.15 0.45 0.12
H -4.130 1.650 -8.071 0.10 -0.03 0.32
H 6.042 1.369 3.330 -0.02 -0.06 -0.14
H -3.610 2.169 0.723 -0.20 -0.06 0.19
H -3.727 -4.325 1.455 -0.36 0.27 -0.04
H -0.272 -7.170 6.386 -0.11 0.10 0.17
H -2.344 1.063 1.320 -0.12 0.01 -0.46
H 0.479 5.422 -4.954 -0.07 -0.08 -0.11
H 8.451 0.654 0.519 -0.29 0.11 0.16
H 7.350 -0.073 7.876 0.14 0.21 -0.19
H -5.470 -2.983 2.455 -0.13 0.35 0.11
H -5.230 0.052 -4.096 0.05 -0.17 -0.16
H -1.014 2.894 2.123 0.71 0.00 -0.77
H 3.651 -3.489 0.526 0.01 -0.23 0.07
H -3.194 -1.558 -3.763 0.17 -0.01 -0.03
H -4.186 -1.803 2.083 -0.11 0.02 -0.05
H -3.227 1.866 2.492 -0.34 0.57 -0.06
H 0.495 -4.770 0.307 0.03 0.10 0.12
H -1.076 -0.022 0.313 0.19 0.07 0.65
H 0.146 -0.020 3.844 0.44 0.39 0.39
H 0.898 5.673 -2.608 -0.17 -0.13 0.62
H -2.261 4.036 1.801 0.16 0.35 -0.57
H 0.910 3.963 -3.065 0.05 0.05 0.19
H -8.170 3.511 -6.042 0.27 -0.46 -0.08
H 7.016 1.666 -1.991 0.23 -0.17 -0.16
H 4.768 -1.091 2.934 -0.56 0.17 0.71
H 6.724 1.628 7.926 0.21 -0.06 -0.36
H -5.952 -0.018 -1.726 -0.21 0.06 0.06
H -6.471 -1.214 -4.485 0.13 0.08 -0.18
H -0.536 1.574 -3.879 0.14 -0.34 -0.28
H -2.491 2.753 -2.841 -0.35 -0.06 0.06
H -1.533 -7.386 4.462 -0.34 0.30 -0.66
H 4.713 -4.598 -0.364 -0.20 0.16 -0.45
H -3.424 2.948 -9.002 0.58 0.24 0.30
H 0.053 7.107 1.285 0.39 -0.44 0.15
H 4.032 -2.495 -1.806 0.22 -0.43 -0.15
H -4.654 3.313 -7.793 -0.09 -0.11 -0.07
H -0.920 4.369 -4.645 -0.12 0.16 -0.17
H 5.058 -0.269 1.583 0.17 1.21 -0.13
H -0.346 7.271 -1.661 -0.59 0.21 -0.11
H 9.256 1.399 -0.790 -0.14 0.29 -0.25
H 1.137 6.373 0.043 0.06 0.15 0.05
H -1.870 -1.251 3.304 -0.03 0.61 -0.17
H 1.231 -0.401 0.497 0.41 -0.24 0.21
H -1.003 -3.850 0.264 -0.17 0.01 0.08
H 0.734 -1.249 2.009 -0.07 0.16 0.00
H -4.441 -2.339 3.757 0.12 -0.10 0.05
H 4.334 1.844 3.266 0.19 0.35 0.65
H -0.309 0.092 5.623 0.30 0.01 -0.11
H -0.481 -6.705 -0.669 -0.04 -0.03 0.03
H 9.235 -4.479 -3.730 0.11 0.18 -0.07
H -3.268 1.070 -2.858 -0.43 0.72 -0.14
H 5.389 -3.564 0.808 0.01 0.56 -0.04
H 1.042 -2.184 0.571 0.06 0.03 -0.03
H -6.999 -1.411 -1.950 0.00 -0.29 -0.32
H -1.861 1.344 -1.983 0.48 0.20 -0.18
H -3.238 4.635 5.422 0.09 0.39 0.01
H 9.375 -2.964 -2.843 -0.04 0.01 0.23
H 8.619 -4.460 -2.133 0.09 0.47 0.33
H 8.083 2.363 0.157 0.00 0.00 -0.02
H 0.011 -6.626 3.973 -0.25 -0.01 -0.42
H -1.397 -5.773 6.526 -0.27 -0.30 -0.13
H -0.957 6.118 -4.218 -0.14 -0.08 0.14
H -1.473 -1.631 1.008 0.03 0.21 0.12
H 5.968 0.370 8.851 -0.31 -0.22 -0.25
H 6.220 0.980 -0.660 -0.02 -0.96 0.04
H 3.497 0.062 2.342 -0.08 -0.49 -0.01
H -5.166 -1.443 -2.176 -0.39 -0.56 0.15
H 7.358 -3.795 -4.611 0.06 0.86 -0.33
H 0.246 -5.529 6.009 -0.03 -0.02 0.00
H 4.453 -1.526 -0.442 -0.16 -0.05 0.04
H -9.637 3.681 -5.098 0.06 -0.13 0.26
H -1.500 7.981 -0.458 -0.09 -0.35 0.11
H -1.620 5.260 5.866 0.28 -0.16 -0.07
H -3.675 -3.070 -3.157 0.41 -0.54 0.17
H -1.200 -1.930 4.713 0.06 0.07 0.14
H 0.141 8.582 -0.657 0.00 -0.01 0.24
H -2.438 3.917 6.788 0.38 0.25 0.15
H 6.555 -3.999 -3.188 -0.19 0.81 0.77
```
Forces are in eV/Å.

Output
- SMILES string: CCOP(=O)(OCC)OCC.CCOP(=O)(OCC)OCC.CCOP(=O)(OCC)OCC.CCOC(=O)OC.CCOC(=O)OC.CCOC(=O)OC.CCOC(=O)OC.CCOC(=O)OC
- E_LUMO: 0.0207 Eh
- Molar mass: 1066.993 g/mol
- HOMO energy: -10.1 eV
- Energy above the lowest of the compared OMol25 structures with the same formula, charge and spin: 0.0 kcal per mole

Here are the Löwdin charges for atoms 1 to 99, given in e: 0.433 0.396 0.402 -0.192 -0.161 0.016 0.024 -0.217 0.119 0.024 -0.197 -0.176 0.118 0.003 0.012 -0.232 0.031 -0.174 0.146 0.119 -0.178 -0.178 0.023 -0.009 -0.225 -0.003 -0.221 -0.177 0.105 0.027 -0.052 -0.251 -0.252 -0.188 -0.055 -0.054 -0.258 -0.023 -0.044 -0.247 -0.075 -0.201 -0.630 -0.051 -0.051 -0.050 -0.260 -0.610 -0.069 -0.037 -0.168 -0.054 -0.188 -0.294 -0.616 -0.055 -0.070 -0.034 -0.614 -0.163 -0.053 -0.276 -0.077 -0.600 -0.236 -0.064 -0.032 -0.281 0.099 0.120 0.078 0.109 0.099 0.087 0.076 0.099 0.119 0.086 0.121 0.081 0.047 0.083 0.075 0.098 0.082 0.094 0.114 0.071 0.079 0.077 0.074 0.120 0.105 0.112 0.109 0.115 0.118 0.095 0.119



# 4
Molecular formula: C4H7ClOS
Method: DFT, ωB97M-V with the def2-TZVPD basis set

```
14
Properties=species:S:1:pos:R:3:forces:R:3
Cl 2.387 1.041 3.483 0.13 0.09 -0.13
S -0.742 0.390 1.402 -0.67 -0.88 0.90
O 0.216 0.024 4.578 0.36 0.37 -1.61
C 0.694 0.343 3.545 -0.36 -0.51 1.36
C 0.560 -0.045 -2.151 -1.16 -1.12 -1.85
C -1.040 0.397 -0.220 0.80 -0.02 -2.07
C -0.650 -0.489 -1.354 0.53 -1.25 1.17
H -1.170 1.274 -0.802 -0.49 1.91 0.94
H -0.390 -1.476 -1.034 -0.32 -0.97 0.37
H 1.415 -0.286 -1.609 1.59 -0.08 1.10
H -1.559 -0.533 -1.910 -0.58 -0.21 -0.98
H 0.513 1.006 -2.326 0.22 0.75 -0.60
H 0.661 -0.678 -3.102 -0.38 1.23 1.06
H -0.895 -0.969 1.500 0.31 0.68 0.34
```
Forces are in eV/Å.

Output
- E_LUMO (spin up / spin down): -0.0086 / -0.0535 Eh
- Molar mass: 138.619 g/mol
- HOMO energy (spin up / spin down): -8.6 / -7.4 eV
- Energy above the lowest of the compared OMol25 structures with the same formula, charge and spin: 89.0 kcal per mole

Table of Löwdin atomic charges, one value per atom, all in e: 0.446 0.888 -0.032 -0.765 -0.095 -0.542 -0.339 0.054 0.093 0.050 0.102 0.063 0.109 -0.032